Entry 1:
Molecular formula: C20H31MnN2OPSi
Method: DFT, the ωB97M-V functional and the def2-TZVPD basis

Computed properties:
⟨S²⟩ ... 3.86
E_HOMO (alpha / beta) ... -5.15 / -5.38 eV
Relative energy (zero: lowest compared OMol25 entry of this formula, charge and spin) ... 0.00 kJ/mol
Energy ... -74751.9985 eV
LUMO level (alpha / beta) ... -0.0013 / -0.0063 Ha

Geometry as ORCA input:
```
! wB97M-V def2-TZVPD RIJCOSX def2/J DEFGRID3
* xyz 0 4
Mn 0.42 -0.30 -0.39
Si -2.41 0.04 -1.06
P -1.17 0.35 -3.00
N 0.70 1.39 -0.74
H -0.16 -1.80 -0.24
C 0.53 0.54 -3.68
H 0.49 1.25 -4.53
H 0.92 -0.42 -4.02
H 1.20 0.94 -2.91
C -1.92 -0.86 -4.15
H -1.87 -0.43 -5.16
H -2.96 -1.06 -3.88
H -1.35 -1.80 -4.12
C -1.83 1.99 -3.43
H -1.70 2.11 -4.51
H -1.26 2.76 -2.89
H -2.88 2.08 -3.15
C -2.95 -1.63 -0.38
H -2.29 -1.95 0.44
H -2.99 -2.40 -1.16
H -3.96 -1.51 0.04
H -1.55 0.55 0.05
H -3.64 0.88 -1.13
C 0.71 2.64 -0.35
C 1.99 4.66 0.11
C 1.96 3.31 -0.18
C -0.51 3.38 -0.15
C -0.45 4.73 0.13
C 0.78 5.38 0.25
H 2.95 5.17 0.21
H 2.87 2.72 -0.34
H -1.46 2.85 -0.26
H -1.38 5.29 0.24
H 0.81 6.45 0.44
C 0.67 -2.43 -1.06
O 1.23 -1.36 -1.72
C 1.69 -3.15 -0.20
H 1.23 -3.98 0.36
H 2.17 -2.46 0.51
H 2.46 -3.56 -0.86
C -0.15 -3.39 -1.93
H 0.33 -3.55 -2.90
H -1.17 -3.02 -2.11
H -0.21 -4.36 -1.41
N 0.47 -0.47 1.55
C 0.63 -0.64 2.70
C 0.97 -0.92 4.04
C 2.30 -1.31 4.33
C 2.62 -1.72 5.62
C 1.64 -1.71 6.62
C 0.34 -1.28 6.35
C -0.01 -0.87 5.06
H 3.05 -1.29 3.53
H 3.64 -2.04 5.83
H 1.90 -2.04 7.62
H -0.41 -1.26 7.14
H -1.02 -0.52 4.83
*
```

=====

Entry 2:
Molecular formula: C20H31N2O3PPtSe
Method: DFT, the ωB97M-V functional and the def2-TZVPD basis

Computed properties:
E_HOMO ... -13.99 eV
Relative energy (zero: lowest compared OMol25 entry of this formula, charge and spin) ... 105.06 kJ/mol
Energy ... -108232.5844 eV
LUMO level ... -0.2394 Ha

Geometry as ORCA input:
```
! wB97M-V def2-TZVPD RIJCOSX def2/J DEFGRID3
* xyz 2 1
Pt 0.31 0.73 0.11
C 2.65 -0.92 0.35
N 2.25 0.40 -0.21
C 2.50 0.40 -1.68
C 3.03 1.50 0.46
C 2.27 2.76 0.23
C 2.85 4.02 0.25
C 2.04 5.14 0.05
C 0.69 4.99 -0.19
C 0.10 3.73 -0.22
C 0.88 2.61 0.01
H 3.73 -1.03 0.22
H 2.13 -1.71 -0.19
H 2.40 -0.95 1.41
H 3.56 0.18 -1.83
H 2.25 1.38 -2.08
H 1.89 -0.36 -2.14
H 4.04 1.51 0.03
H 3.12 1.23 1.51
H 3.91 4.15 0.42
H 2.48 6.12 0.07
H 0.09 5.87 -0.36
H -0.96 3.63 -0.43
C -5.71 -2.43 0.66
C -4.39 -1.83 1.05
O -4.08 -0.74 0.08
P -2.71 -0.07 -0.13
O -2.82 0.77 -1.40
C -3.29 0.27 -2.73
C -2.37 -0.78 -3.29
O -2.18 0.89 0.97
C -2.75 2.17 1.55
C -4.21 2.35 1.24
H -5.97 -3.20 1.39
H -5.67 -2.88 -0.33
H -6.50 -1.68 0.67
H -3.58 -2.56 1.00
H -4.40 -1.38 2.04
H -3.30 1.17 -3.33
H -4.31 -0.08 -2.59
H -1.34 -0.42 -3.32
H -2.69 -1.01 -4.30
H -2.40 -1.70 -2.71
H -2.12 2.96 1.14
H -2.54 2.07 2.61
H -4.41 2.38 0.17
H -4.50 3.31 1.66
H -4.83 1.58 1.70
Se -0.97 -1.38 0.15
C -1.01 -3.31 -0.09
C -1.04 -4.08 1.06
C -1.18 -5.45 0.88
N -1.31 -6.04 -0.31
C -1.26 -5.26 -1.38
C -1.12 -3.88 -1.34
H -0.95 -3.65 2.05
H -1.21 -6.10 1.74
H -1.36 -5.76 -2.34
H -1.10 -3.29 -2.25
*
```

=====

Entry 3:
Molecular formula: C20H31N3O
Method: DFT, the ωB97M-V functional and the def2-TZVPD basis

Computed properties:
E_HOMO ... -7.63 eV
Relative energy (zero: lowest compared OMol25 entry of this formula, charge and spin) ... 1777.57 kJ/mol
Energy ... -27743.6573 eV
LUMO level ... 0.0243 Ha

Geometry as ORCA input:
```
! wB97M-V def2-TZVPD RIJCOSX def2/J DEFGRID3
* xyz 0 1
N -4.71 -1.99 0.40
C -3.94 -0.80 0.39
N -4.25 0.23 1.18
C -3.38 1.17 1.04
H -3.91 1.93 0.57
H -3.04 1.33 2.09
C -2.48 0.56 0.20
N -3.03 -0.53 -0.55
C -2.23 -1.56 -1.08
H -1.46 -1.15 -1.71
C -1.40 -2.13 0.09
C -0.36 -3.11 -0.66
H -0.61 -4.40 -0.82
C 1.03 -3.17 0.34
H 1.63 -4.10 -0.16
H 0.65 -3.49 1.46
C 1.87 -2.12 0.30
C 2.62 -1.92 -0.96
C 3.55 -0.45 -1.15
C 4.34 -0.40 0.24
C 3.52 -0.55 1.32
C 2.66 -1.76 1.61
H 3.46 -2.59 1.50
H 2.14 -1.86 2.55
H 4.23 -0.32 2.03
H 2.95 0.32 1.47
H 4.91 0.32 0.09
H 5.14 -1.09 0.06
H 3.95 -0.55 -1.90
H 2.78 0.25 -1.02
H 2.01 -1.82 -1.96
H 3.32 -2.73 -1.21
H 1.18 -1.07 0.30
H -0.02 -2.94 -1.57
H -0.91 -1.65 0.72
H -1.96 -2.72 0.73
H -2.77 -2.28 -1.70
H -1.44 0.50 0.79
C -2.15 1.71 -1.11
C -1.25 2.84 -0.61
C -1.44 3.91 -0.16
C -0.73 4.98 0.34
C 0.65 4.53 0.20
C 1.11 3.15 -0.18
C 0.11 2.44 -0.71
H 0.69 1.33 -0.95
H 2.29 2.94 -0.11
O 1.84 5.31 0.62
H 1.32 6.39 0.71
H -1.04 5.97 0.45
H -2.54 4.31 -0.41
H -3.05 2.17 -1.49
H -1.55 1.17 -2.07
H -4.74 -2.49 -0.50
H -5.54 -2.02 0.91
*
```

=====

Entry 4:
Molecular formula: C20H31N3O2S
Method: DFT, the ωB97M-V functional and the def2-TZVPD basis

Computed properties:
E_HOMO ... -8.93 eV
Relative energy (zero: lowest compared OMol25 entry of this formula, charge and spin) ... 14.89 kJ/mol
Energy ... -40644.7061 eV
LUMO level ... 0.0181 Ha

Geometry as ORCA input:
```
! wB97M-V def2-TZVPD RIJCOSX def2/J DEFGRID3
* xyz 0 1
C -1.54 4.58 1.44
C -1.70 4.22 -0.03
C -1.23 2.81 -0.36
C 0.30 2.71 -0.27
N 0.79 1.35 -0.47
C 1.32 1.03 -1.78
C 0.54 0.46 0.53
O 0.04 0.84 1.57
C 0.88 -1.00 0.28
C 0.73 -1.87 1.52
C 0.41 -3.32 1.15
C 0.15 -4.16 2.40
C 1.32 -4.10 3.37
C 1.67 -2.66 3.71
C 1.94 -1.86 2.45
C 2.88 -0.70 2.54
C 3.33 -1.99 1.89
N -1.69 2.45 -1.70
C -1.98 1.18 -2.08
O -1.86 0.21 -1.34
C -2.44 1.03 -3.49
C -3.25 1.92 -4.15
S -3.57 1.33 -5.70
N -2.68 -0.04 -5.53
C -2.15 -0.09 -4.33
C -1.30 -1.27 -3.96
H -1.97 5.56 1.65
H -2.05 3.85 2.07
H -0.50 4.60 1.75
H -2.76 4.30 -0.31
H -1.16 4.94 -0.65
H -1.66 2.09 0.33
H 0.75 3.35 -1.04
H 0.62 3.06 0.71
H 1.49 -0.04 -1.88
H 0.63 1.33 -2.57
H 2.28 1.54 -1.95
H 0.18 -1.34 -0.49
H 1.88 -1.09 -0.15
H -0.11 -1.46 2.09
H -0.47 -3.34 0.50
H 1.24 -3.74 0.58
H -0.75 -3.78 2.90
H -0.06 -5.20 2.12
H 1.09 -4.67 4.28
H 2.20 -4.58 2.91
H 0.84 -2.19 4.26
H 2.55 -2.62 4.37
H 2.71 0.15 1.90
H 3.27 -0.45 3.51
H 4.03 -2.61 2.44
H 3.48 -1.99 0.82
H -1.71 3.17 -2.41
H -3.67 2.84 -3.77
H -0.75 -1.09 -3.04
H -1.94 -2.14 -3.79
H -0.62 -1.51 -4.78
*
```